#P
The following is a DFT calculation (ωB97M-V with the def2-TZVPD basis set) of a 10-piece molecular cluster, C40H110N10O10 overall.

## Properties
Spin multiplicity = 1
Kohn-Sham gap = 0.3326 Ha
E_HOMO = -8.6 eV
Structure (SMILES) = COC[C@H](C)N.COC[C@H](C)N.COC[C@H](C)N.COC[C@H](C)N.COC[C@H](C)N.COC[C@H](C)N.COC[C@H](C)N.COC[C@H](C)N.COC[C@H](C)N.COC[C@H](C)N

Last columns: bonded neighbours and bond lengths (Å).
CARTESIAN COORDINATES (ANGSTROEM)
1 C -4.041 0.063 2.957  O2 1.419, H7 1.112, H8 1.080, H9 1.077
2 O -3.876 -0.991 3.893  C1 1.419, C3 1.387
3 C -2.919 -1.910 3.490  O2 1.387, C4 1.462, H10 1.089, H11 1.070
4 C -2.713 -2.990 4.453  C3 1.462, C5 1.499, N6 1.459, H12 1.095
5 C -2.040 -2.498 5.699  C4 1.499, H13 1.097, H14 1.093, H15 1.091
6 N -1.999 -4.140 3.907  C4 1.459, H16 0.994, H17 1.007
7 H -3.201 0.780 3.080  C1 1.112
8 H -4.965 0.587 3.154  C1 1.080
9 H -4.077 -0.325 1.953  C1 1.077
10 H -3.230 -2.354 2.546  C3 1.089
11 H -1.991 -1.413 3.298  C3 1.070
12 H -3.685 -3.419 4.717  C4 1.095
13 H -1.092 -2.051 5.375  C5 1.097
14 H -1.839 -3.338 6.369  C5 1.093
15 H -2.530 -1.757 6.332  C5 1.091
16 H -2.099 -4.193 2.919  N6 0.994
17 H -1.008 -4.161 4.086  N6 1.007
18 C -1.299 2.222 -3.442  O19 1.376, H24 1.089, H25 1.108, H26 1.093
19 O -1.573 3.165 -2.478  C18 1.376, C20 1.424
20 C -1.384 4.504 -2.927  O19 1.424, C21 1.543, H27 1.098, H28 1.096
21 C -1.589 5.490 -1.758  C20 1.543, C22 1.536, N23 1.498, H29 1.087
22 C -1.271 6.923 -2.208  C21 1.536, H30 1.097, H31 1.108, H32 1.102
23 N -0.610 5.197 -0.663  C21 1.498, H33 0.997, H34 0.986
24 H -1.781 1.288 -3.155  C18 1.089
25 H -0.199 2.112 -3.507  C18 1.108
26 H -1.667 2.477 -4.438  C18 1.093
27 H -0.371 4.622 -3.332  C20 1.098
28 H -2.134 4.692 -3.704  C20 1.096
29 H -2.636 5.500 -1.463  C21 1.087
30 H -1.889 7.198 -3.073  C22 1.097
31 H -0.243 7.097 -2.584  C22 1.108
32 H -1.507 7.538 -1.325  C22 1.102
33 H -0.776 4.318 -0.225  N23 0.997
34 H -0.648 5.916 0.011  N23 0.986
35 C 3.382 -3.666 -3.070  O36 1.416, H41 1.082, H42 1.089, H43 1.096
36 O 2.171 -3.685 -2.338  C35 1.416, C37 1.411
37 C 1.364 -2.534 -2.456  O36 1.411, C38 1.537, H44 1.092, H45 1.077
38 C 0.614 -2.467 -3.796  C37 1.537, C39 1.517, N40 1.446, H46 1.107
39 C -0.200 -1.203 -4.002  C38 1.517, H47 1.094, H48 1.076, H49 1.084
40 N -0.290 -3.595 -3.810  C38 1.446, H50 1.024, H51 1.005
41 H 3.306 -3.579 -4.146  C35 1.082
42 H 3.901 -4.578 -2.776  C35 1.089
43 H 3.979 -2.810 -2.734  C35 1.096
44 H 0.682 -2.534 -1.605  C37 1.092
45 H 1.967 -1.642 -2.415  C37 1.077
46 H 1.419 -2.535 -4.553  C38 1.107
47 H -0.775 -1.318 -4.926  C39 1.094
48 H 0.407 -0.323 -4.120  C39 1.076
49 H -1.005 -1.024 -3.300  C39 1.084
50 H -0.607 -3.680 -4.780  N40 1.024
51 H 0.178 -4.467 -3.637  N40 1.005
52 C -4.986 2.911 -0.023  O53 1.387, H58 1.092, H59 1.092, H60 1.110
53 O -4.298 3.163 1.154  C52 1.387, C54 1.432
54 C -4.983 4.028 2.067  O53 1.432, C55 1.527, H61 1.115, H62 1.105
55 C -4.031 4.372 3.211  C54 1.527, C56 1.539, N57 1.440, H63 1.101
56 C -4.717 5.407 4.120  C55 1.539, H64 1.079, H65 1.102, H66 1.106
57 N -2.841 4.957 2.647  C55 1.440, H67 1.027, H68 1.006
58 H -5.091 3.788 -0.665  C52 1.092
59 H -5.959 2.440 0.124  C52 1.092
60 H -4.298 2.276 -0.618  C52 1.110
61 H -5.386 4.909 1.515  C54 1.115
62 H -5.900 3.518 2.412  C54 1.105
63 H -3.810 3.417 3.711  C55 1.101
64 H -3.985 5.691 4.861  C56 1.079
65 H -5.601 4.995 4.633  C56 1.102
66 H -5.006 6.312 3.553  C56 1.106
67 H -2.328 5.555 3.305  N57 1.027
68 H -2.310 4.226 2.207  N57 1.006
69 C -1.643 -7.672 2.017  O70 1.408, H75 1.083, H76 1.101, H77 1.093
70 O -1.280 -7.465 0.672  C69 1.408, C71 1.487
71 C 0.018 -6.771 0.459  O70 1.487, C72 1.555, H78 1.073, H79 1.054
72 C 0.067 -5.255 0.801  C71 1.555, C73 1.504, N74 1.534, H80 1.104
73 C -1.057 -4.443 0.220  C72 1.504, H81 1.082, H82 1.090, H83 1.111
74 N 1.447 -4.677 0.460  C72 1.534, H84 1.011, H85 1.019
75 H -1.741 -6.764 2.599  C69 1.083
76 H -0.882 -8.247 2.567  C69 1.101
77 H -2.607 -8.185 2.051  C69 1.093
78 H 0.771 -7.213 1.084  C71 1.073
79 H 0.136 -6.883 -0.582  C71 1.054
80 H -0.033 -5.133 1.894  C72 1.104
81 H -0.912 -4.401 -0.852  C73 1.082
82 H -1.040 -3.462 0.693  C73 1.090
83 H -2.061 -4.911 0.311  C73 1.111
84 H 1.534 -3.779 0.914  N74 1.011
85 H 1.518 -4.528 -0.546  N74 1.019
86 C -4.851 1.489 -3.501  O87 1.413, H92 1.087, H93 1.095, H94 1.101
87 O -4.905 0.521 -2.472  C86 1.413, C88 1.424
88 C -5.528 -0.692 -2.881  O87 1.424, C89 1.535, H95 1.086, H96 1.091
89 C -5.353 -1.759 -1.791  C88 1.535, C90 1.528, N91 1.483, H97 1.105
90 C -3.948 -1.873 -1.203  C89 1.528, H98 1.100, H99 1.069, H100 1.102
91 N -5.683 -3.097 -2.338  C89 1.483, H101 1.029, H102 1.007
92 H -4.410 2.365 -3.032  C86 1.087
93 H -5.849 1.634 -3.928  C86 1.095
94 H -4.224 1.181 -4.352  C86 1.101
95 H -6.599 -0.562 -3.006  C88 1.086
96 H -5.017 -1.002 -3.793  C88 1.091
97 H -6.031 -1.479 -0.965  C89 1.105
98 H -3.832 -2.846 -0.702  C90 1.100
99 H -3.673 -1.053 -0.574  C90 1.069
100 H -3.192 -1.822 -2.002  C90 1.102
101 H -5.384 -3.760 -1.609  N91 1.029
102 H -6.666 -3.206 -2.530  N91 1.007
103 C 2.927 0.911 -1.012  O104 1.409, H109 1.089, H110 1.084, H111 1.101
104 O 1.876 0.566 -0.140  C103 1.409, C105 1.419
105 C 0.832 1.504 0.073  O104 1.419, C106 1.507, H112 1.097, H113 1.073
106 C -0.421 0.930 0.681  C105 1.507, C107 1.547, N108 1.449, H114 1.096
107 C -1.068 -0.361 0.128  C106 1.547, H115 1.099, H116 1.098, H117 1.099
108 N -1.344 2.048 0.689  C106 1.449, H118 1.001, H119 1.027
109 H 3.396 1.836 -0.681  C103 1.089
110 H 2.583 1.092 -2.023  C103 1.084
111 H 3.666 0.099 -0.919  C103 1.101
112 H 1.103 2.252 0.829  C105 1.097
113 H 0.604 1.942 -0.880  C105 1.073
114 H -0.194 0.754 1.739  C106 1.096
115 H -1.879 -0.571 0.840  C107 1.099
116 H -0.436 -1.250 0.004  C107 1.098
117 H -1.573 -0.136 -0.822  C107 1.099
118 H -2.163 1.942 1.254  N108 1.001
119 H -1.616 2.383 -0.243  N108 1.027
120 C 4.458 3.476 2.985  O121 1.417, H126 1.067, H127 1.086, H128 1.082
121 O 4.435 4.632 2.165  C120 1.417, C122 1.437
122 C 3.632 4.503 0.981  O121 1.437, C123 1.528, H129 1.082, H130 1.081
123 C 3.434 5.921 0.446  C122 1.528, C124 1.544, N125 1.448, H131 1.098
124 C 2.408 6.799 1.196  C123 1.544, H132 1.085, H133 1.077, H134 1.091
125 N 3.094 6.026 -0.957  C123 1.448, H135 1.021, H136 1.019
126 H 4.659 2.537 2.520  C120 1.067
127 H 3.577 3.339 3.603  C120 1.086
128 H 5.245 3.731 3.683  C120 1.082
129 H 4.207 3.915 0.279  C122 1.082
130 H 2.691 4.036 1.235  C122 1.081
131 H 4.416 6.403 0.539  C123 1.098
132 H 2.372 7.779 0.731  C124 1.085
133 H 2.637 6.875 2.246  C124 1.077
134 H 1.437 6.314 1.087  C124 1.091
135 H 2.216 5.581 -1.228  N125 1.021
136 H 3.875 5.731 -1.542  N125 1.019
137 C 0.304 0.880 5.123  O138 1.416, H143 1.105, H144 1.089, H145 1.088
138 O 0.619 -0.358 4.512  C137 1.416, C139 1.425
139 C 1.960 -0.405 4.031  O138 1.425, C140 1.501, H146 1.094, H147 1.109
140 C 2.160 -1.681 3.266  C139 1.501, C141 1.534, N142 1.475, H148 1.072
141 C 3.570 -1.790 2.673  C140 1.534, H149 1.089, H150 1.072, H151 1.111
142 N 1.183 -1.780 2.165  C140 1.475, H152 1.008, H153 0.989
143 H 0.837 0.922 6.089  C137 1.105
144 H -0.773 0.869 5.290  C137 1.089
145 H 0.629 1.781 4.606  C137 1.088
146 H 2.195 0.452 3.393  C139 1.094
147 H 2.585 -0.372 4.947  C139 1.109
148 H 1.911 -2.513 3.894  C140 1.072
149 H 3.608 -2.772 2.202  C141 1.089
150 H 4.390 -1.645 3.347  C141 1.072
151 H 3.656 -1.056 1.844  C141 1.111
152 H 1.443 -1.030 1.543  N142 1.008
153 H 0.285 -1.690 2.570  N142 0.989
154 C 5.427 -0.778 -4.348  O155 1.417, H160 1.085, H161 1.086, H162 1.084
155 O 5.940 -2.097 -4.412  C154 1.417, C156 1.422
156 C 6.972 -2.326 -3.461  O155 1.422, C157 1.533, H163 1.119, H164 1.090
157 C 7.418 -3.791 -3.535  C156 1.533, C158 1.519, N159 1.480, H165 1.111
158 C 8.516 -4.013 -2.509  C157 1.519, H166 1.078, H167 1.085, H168 1.097
159 N 8.040 -4.145 -4.831  C157 1.480, H169 0.992, H170 1.018
160 H 4.587 -0.643 -5.020  C154 1.085
161 H 6.220 -0.125 -4.700  C154 1.086
162 H 5.136 -0.558 -3.327  C154 1.084
163 H 7.803 -1.579 -3.523  C156 1.119
164 H 6.423 -2.252 -2.523  C156 1.090
165 H 6.584 -4.467 -3.248  C157 1.111
166 H 8.006 -4.027 -1.559  C158 1.078
167 H 9.327 -3.297 -2.584  C158 1.085
168 H 8.962 -5.007 -2.642  C158 1.097
169 H 7.572 -3.830 -5.647  N159 0.992
170 H 8.244 -5.140 -4.899  N159 1.018


#Q
The following is a DFT calculation (ωB97M-V with the def2-TZVPD basis set) of a 10-piece molecular cluster, C40H110N10O10 overall.

## Properties
Spin multiplicity = 1
Kohn-Sham gap = 0.3433 Ha
E_HOMO = -9.2 eV
Structure (SMILES) = COC[C@H](C)N.COC[C@H](C)N.COC[C@H](C)N.COC[C@H](C)N.COC[C@H](C)N.COC[C@H](C)N.COC[C@H](C)N.COC[C@H](C)N.COC[C@H](C)N.COC[C@H](C)N

Last columns: bonded neighbours and bond lengths (Å).
CARTESIAN COORDINATES (ANGSTROEM)
1 C -6.789 -7.985 -1.810  O2 1.403, H7 1.090, H8 1.090, H9 1.090
2 O -7.768 -8.554 -0.981  C1 1.403, C3 1.449
3 C -9.023 -8.754 -1.676  O2 1.449, C4 1.512, H10 1.090, H11 1.090
4 C -10.107 -9.347 -0.803  C3 1.512, C5 1.556, N6 1.494, H12 1.090
5 C -9.719 -10.727 -0.197  C4 1.556, H13 1.090, H14 1.090, H15 1.090
6 N -11.482 -9.454 -1.375  C4 1.494, H16 1.010, H17 1.010
7 H -6.829 -8.477 -2.782  C1 1.090
8 H -5.816 -8.213 -1.376  C1 1.090
9 H -6.811 -6.895 -1.833  C1 1.090
10 H -9.414 -7.797 -2.023  C3 1.090
11 H -8.834 -9.398 -2.535  C3 1.090
12 H -10.278 -8.708 0.063  C4 1.090
13 H -9.288 -11.390 -0.948  C5 1.090
14 H -10.636 -11.188 0.171  C5 1.090
15 H -9.034 -10.581 0.638  C5 1.090
16 H -11.550 -10.081 -2.165  N6 1.010
17 H -11.978 -9.942 -0.643  N6 1.010
18 C 3.820 -4.334 7.502  O19 1.412, H24 1.090, H25 1.090, H26 1.090
19 O 4.858 -4.595 6.580  C18 1.412, C20 1.439
20 C 5.939 -3.669 6.790  O19 1.439, C21 1.512, H27 1.090, H28 1.090
21 C 7.016 -3.898 5.753  C20 1.512, C22 1.501, N23 1.472, H29 1.090
22 C 7.873 -5.119 5.916  C21 1.501, H30 1.090, H31 1.090, H32 1.090
23 N 7.910 -2.737 5.614  C21 1.472, H33 1.010, H34 1.010
24 H 3.774 -3.258 7.670  C18 1.090
25 H 4.062 -4.901 8.400  C18 1.090
26 H 2.836 -4.664 7.169  C18 1.090
27 H 5.669 -2.615 6.726  C20 1.090
28 H 6.481 -3.740 7.733  C20 1.090
29 H 6.430 -4.043 4.845  C21 1.090
30 H 8.657 -5.106 5.159  C22 1.090
31 H 7.394 -6.099 5.923  C22 1.090
32 H 8.445 -5.197 6.841  C22 1.090
33 H 7.349 -1.897 5.603  N23 1.010
34 H 8.308 -2.831 4.691  N23 1.010
35 C -7.434 7.938 0.285  O36 1.413, H41 1.090, H42 1.090, H43 1.090
36 O -6.967 6.945 -0.604  C35 1.413, C37 1.435
37 C -5.629 7.126 -1.091  O36 1.435, C38 1.564, H44 1.090, H45 1.090
38 C -5.067 5.814 -1.733  C37 1.564, C39 1.525, N40 1.386, H46 1.090
39 C -5.109 4.629 -0.774  C38 1.525, H47 1.090, H48 1.090, H49 1.090
40 N -3.736 5.945 -2.096  C38 1.386, H50 1.010, H51 1.010
41 H -6.894 8.118 1.214  C35 1.090
42 H -8.488 7.748 0.489  C35 1.090
43 H -7.431 8.845 -0.321  C35 1.090
44 H -5.560 7.878 -1.877  C37 1.090
45 H -4.952 7.429 -0.293  C37 1.090
46 H -5.747 5.611 -2.560  C38 1.090
47 H -6.135 4.456 -0.452  C39 1.090
48 H -4.499 4.856 0.100  C39 1.090
49 H -4.653 3.750 -1.231  C39 1.090
50 H -3.222 5.944 -1.227  N40 1.010
51 H -3.522 5.057 -2.527  N40 1.010
52 C -0.127 -2.118 -1.653  O53 1.407, H58 1.090, H59 1.090, H60 1.090
53 O -0.430 -0.787 -1.313  C52 1.407, C54 1.420
54 C -0.228 -0.485 0.060  O53 1.420, C55 1.566, H61 1.090, H62 1.090
55 C 1.283 -0.290 0.421  C54 1.566, C56 1.537, N57 1.429, H63 1.090
56 C 1.482 -0.438 1.938  C55 1.537, H64 1.090, H65 1.090, H66 1.090
57 N 1.864 0.948 0.008  C55 1.429, H67 1.010, H68 1.010
58 H -0.888 -2.709 -1.144  C52 1.090
59 H 0.907 -2.384 -1.433  C52 1.090
60 H -0.336 -2.115 -2.723  C52 1.090
61 H -0.660 0.487 0.298  C54 1.090
62 H -0.680 -1.239 0.704  C54 1.090
63 H 1.853 -1.098 -0.038  C55 1.090
64 H 2.485 -0.325 2.349  C56 1.090
65 H 1.187 -1.413 2.327  C56 1.090
66 H 0.862 0.322 2.414  C56 1.090
67 H 1.729 0.958 -0.993  N57 1.010
68 H 1.210 1.689 0.215  N57 1.010
69 C 2.365 4.318 -6.823  O70 1.444, H75 1.090, H76 1.090, H77 1.090
70 O 2.302 2.923 -6.451  C69 1.444, C71 1.475
71 C 2.703 1.994 -7.524  O70 1.475, C72 1.577, H78 1.090, H79 1.090
72 C 2.466 0.469 -7.201  C71 1.577, C73 1.508, N74 1.485, H80 1.090
73 C 3.560 0.038 -6.257  C72 1.508, H81 1.090, H82 1.090, H83 1.090
74 N 2.589 -0.374 -8.419  C72 1.485, H84 1.010, H85 1.010
75 H 3.345 4.734 -7.056  C69 1.090
76 H 2.049 4.928 -5.977  C69 1.090
77 H 1.821 4.505 -7.749  C69 1.090
78 H 2.170 2.257 -8.437  C71 1.090
79 H 3.773 2.088 -7.707  C71 1.090
80 H 1.458 0.278 -6.833  C72 1.090
81 H 4.573 0.074 -6.657  C73 1.090
82 H 3.348 -0.968 -5.894  C73 1.090
83 H 3.556 0.679 -5.375  C73 1.090
84 H 2.253 -1.311 -8.249  N74 1.010
85 H 1.911 -0.027 -9.082  N74 1.010
86 C -5.338 -0.294 3.351  O87 1.416, H92 1.090, H93 1.090, H94 1.090
87 O -4.287 0.198 4.161  C86 1.416, C88 1.397
88 C -4.624 0.960 5.282  O87 1.397, C89 1.564, H95 1.090, H96 1.090
89 C -3.413 1.057 6.267  C88 1.564, C90 1.497, N91 1.462, H97 1.090
90 C -2.897 -0.284 6.688  C89 1.497, H98 1.090, H99 1.090, H100 1.090
91 N -3.628 1.831 7.488  C89 1.462, H101 1.010, H102 1.010
92 H -5.776 -1.226 3.710  C86 1.090
93 H -4.943 -0.522 2.361  C86 1.090
94 H -6.150 0.400 3.137  C86 1.090
95 H -4.835 1.962 4.910  C88 1.090
96 H -5.437 0.456 5.805  C88 1.090
97 H -2.671 1.589 5.671  C89 1.090
98 H -3.512 -0.803 7.423  C90 1.090
99 H -1.957 -0.190 7.230  C90 1.090
100 H -2.720 -0.975 5.864  C90 1.090
101 H -3.850 2.803 7.329  N91 1.010
102 H -2.763 1.923 8.002  N91 1.010
103 C 1.174 6.635 1.296  O104 1.445, H109 1.090, H110 1.090, H111 1.090
104 O 0.138 6.038 2.106  C103 1.445, C105 1.410
105 C -0.401 6.954 3.033  O104 1.410, C106 1.538, H112 1.090, H113 1.090
106 C 0.534 7.295 4.204  C105 1.538, C107 1.527, N108 1.456, H114 1.090
107 C 1.052 6.148 5.068  C106 1.527, H115 1.090, H116 1.090, H117 1.090
108 N -0.192 8.151 5.132  C106 1.456, H118 1.010, H119 1.010
109 H 2.120 6.372 1.770  C103 1.090
110 H 1.260 7.721 1.333  C103 1.090
111 H 1.143 6.230 0.285  C103 1.090
112 H -0.705 7.874 2.534  C105 1.090
113 H -1.304 6.465 3.400  C105 1.090
114 H 1.358 7.918 3.855  C106 1.090
115 H 1.604 5.411 4.486  C107 1.090
116 H 0.277 5.635 5.638  C107 1.090
117 H 1.738 6.537 5.821  C107 1.090
118 H -0.461 9.051 4.760  N108 1.010
119 H 0.509 8.537 5.747  N108 1.010
120 C 3.527 -6.100 1.104  O121 1.386, H126 1.090, H127 1.090, H128 1.090
121 O 3.690 -6.310 -0.256  C120 1.386, C122 1.470
122 C 5.066 -6.043 -0.702  O121 1.470, C123 1.542, H129 1.090, H130 1.090
123 C 5.289 -6.473 -2.166  C122 1.542, C124 1.500, N125 1.454, H131 1.090
124 C 5.139 -7.945 -2.413  C123 1.500, H132 1.090, H133 1.090, H134 1.090
125 N 6.611 -6.110 -2.653  C123 1.454, H135 1.010, H136 1.010
126 H 4.013 -6.907 1.652  C120 1.090
127 H 2.496 -6.217 1.438  C120 1.090
128 H 3.950 -5.188 1.527  C120 1.090
129 H 5.434 -5.058 -0.417  C122 1.090
130 H 5.686 -6.705 -0.097  C122 1.090
131 H 4.596 -5.834 -2.712  C123 1.090
132 H 5.872 -8.443 -1.778  C124 1.090
133 H 5.257 -8.251 -3.453  C124 1.090
134 H 4.216 -8.336 -1.986  C124 1.090
135 H 7.315 -6.514 -2.052  N125 1.010
136 H 6.810 -5.120 -2.620  N125 1.010
137 C 6.904 2.767 5.132  O138 1.374, H143 1.090, H144 1.090, H145 1.090
138 O 7.314 2.243 3.930  C137 1.374, C139 1.424
139 C 7.053 3.021 2.766  O138 1.424, C140 1.567, H146 1.090, H147 1.090
140 C 7.572 2.414 1.418  C139 1.567, C141 1.553, N142 1.459, H148 1.090
141 C 7.593 3.340 0.171  C140 1.553, H149 1.090, H150 1.090, H151 1.090
142 N 6.755 1.256 1.071  C140 1.459, H152 1.010, H153 1.010
143 H 5.826 2.893 5.242  C137 1.090
144 H 7.475 3.685 5.266  C137 1.090
145 H 7.257 1.993 5.814  C137 1.090
146 H 5.984 3.221 2.697  C139 1.090
147 H 7.505 4.001 2.924  C139 1.090
148 H 8.574 2.057 1.654  C140 1.090
149 H 8.011 2.834 -0.700  C141 1.090
150 H 8.207 4.194 0.458  C141 1.090
151 H 6.599 3.686 -0.110  C141 1.090
152 H 5.797 1.568 0.993  N142 1.010
153 H 6.709 0.692 1.908  N142 1.010
154 C -4.377 3.409 -10.055  O155 1.434, H160 1.090, H161 1.090, H162 1.090
155 O -4.043 2.381 -9.112  C154 1.434, C156 1.467
156 C -3.214 2.907 -8.022  O155 1.467, C157 1.483, H163 1.090, H164 1.090
157 C -3.091 1.778 -7.066  C156 1.483, C158 1.553, N159 1.420, H165 1.090
158 C -4.460 1.366 -6.462  C157 1.553, H166 1.090, H167 1.090, H168 1.090
159 N -2.233 2.197 -6.015  C157 1.420, H169 1.010, H170 1.010
160 H -4.581 4.356 -9.555  C154 1.090
161 H -5.181 2.997 -10.664  C154 1.090
162 H -3.469 3.553 -10.640  C154 1.090
163 H -2.240 3.155 -8.444  C156 1.090
164 H -3.676 3.783 -7.567  C156 1.090
165 H -2.784 0.844 -7.536  C157 1.090
166 H -5.110 1.077 -7.288  C158 1.090
167 H -5.010 2.105 -5.879  C158 1.090
168 H -4.438 0.475 -5.834  C158 1.090
169 H -1.339 2.504 -6.373  N159 1.010
170 H -2.081 1.440 -5.365  N159 1.010


Relative energies in kJ/mol: #P 0.0; #Q 374.3